# 1
DFT (ωB97M-V/def2-TZVPD) results for a molecular structure, C36H46F3Zr.

Geometry as ORCA input:
```
! RIJCOSX wB97M-V def2-TZVPD def2/J DEFGRID3
* xyz -1 1
C 3.3040 1.1423 -4.5710
C 3.3391 0.8415 -3.1135
C 3.8226 -0.3713 -2.5086
C 4.3100 -1.5904 -3.2095
C 3.8423 -0.1816 -1.0849
C 4.5802 -1.0811 -0.1579
C 3.3462 1.1424 -0.8052
C 3.4094 1.8518 0.5006
C 2.9408 1.7346 -2.0557
C 2.3138 3.0725 -2.2365
Zr 1.5306 -0.1925 -1.9114
C -2.9969 1.8244 -0.4752
C 0.8416 -1.1600 -3.7603
C -0.8984 -2.3875 -1.0627
C -1.8488 -3.3225 -1.7159
C 0.2422 -2.7325 -0.3278
C 0.7163 -4.0955 -0.0125
C 0.8246 -1.5401 0.2184
C 1.7540 -1.5519 1.3659
C -0.0177 -0.4359 -0.1670
C 0.0618 0.9645 0.3179
C -1.0437 -0.9699 -1.0354
C -2.0311 -0.1480 -1.7042
H 4.0767 0.5738 -5.1034
H 2.3395 0.8925 -5.0276
H 3.4800 2.2109 -4.7393
H 5.1427 -2.0311 -2.6507
H 3.5351 -2.3647 -3.3078
H 4.6563 -1.3422 -4.2179
H 5.6386 -1.1429 -0.4532
H 4.5354 -0.7230 0.8750
H 4.1834 -2.1047 -0.1886
H 3.9594 2.8002 0.4083
H 2.4141 2.1085 0.8811
H 2.1610 -0.5547 1.5771
H 2.6289 3.7673 -1.4481
H 2.5880 3.5007 -3.2074
H 1.2136 3.0139 -2.2081
H -2.8704 2.3703 -1.4372
H -4.1007 1.8451 -0.4201
H -2.3849 2.4896 0.1568
H 1.4113 -2.0930 -3.9213
H -0.2280 -1.4260 -3.7525
H 1.0049 -0.5224 -4.6416
H -2.8742 -2.9315 -1.6642
H -1.6034 -3.4718 -2.7791
H -1.8343 -4.3026 -1.2205
H 0.1886 -4.8394 -0.6187
H 1.7938 -4.1838 -0.2115
H 0.5454 -4.3344 1.0482
H 1.2659 -1.9096 2.2850
H 2.5889 -2.2339 1.1652
H 3.9070 1.2440 1.2651
H -0.9414 1.3033 0.5956
H 0.6760 1.0516 1.2217
H 0.4322 1.7029 -0.4311
H -2.5113 0.7102 -0.8420
H -1.5804 0.4657 -2.5039
H -2.8692 -0.7320 -2.1180
F 0.9277 -2.5480 4.5435
C -0.3108 -2.9783 4.1380
F -0.0926 -4.0809 3.3396
F -0.9560 -3.4254 5.2549
C -1.0727 -1.9117 3.4051
C -1.9914 -2.2685 2.4209
C -2.6757 -1.2663 1.7531
C -2.5674 0.1012 2.1063
C -3.4629 1.0625 1.4260
C -3.9204 2.2729 2.1584
C -5.2922 2.6155 2.1393
C -5.7145 3.8762 2.5615
C -4.7986 4.7807 3.1202
C -3.4544 4.4203 3.2269
C -3.0075 3.2101 2.6802
C -1.6285 0.4062 3.1124
C -0.8799 -0.5784 3.7418
H -2.1345 -3.3228 2.1806
H -3.3485 -1.5514 0.9399
H -4.3127 0.5086 1.0094
H -6.0188 1.8935 1.7479
H -6.7634 4.1617 2.4480
H -5.1292 5.7728 3.4364
H -2.7400 5.0934 3.7025
H -1.9324 3.0309 2.6011
H -1.4804 1.4263 3.4452
H -0.1537 -0.3215 4.5077
*
```

Here are the Löwdin charges for atoms 1 to 2, given in e: number 1, C, carries -0.042; number 2, C, carries -0.321

# 2
DFT (ωB97M-V/def2-TZVPD) results for 13 unconnected molecules or ions with the total composition C32H60N15O26.

Geometry as ORCA input:
```
! RIJCOSX wB97M-V def2-TZVPD def2/J DEFGRID3
* xyz 1 1
C -6.6218 -2.0557 1.6425
C -6.6915 -0.7442 1.0781
C -5.8759 -0.2820 -0.1913
C -4.6853 -1.2252 -0.5164
C -4.9585 -2.4043 -1.3595
N -3.9683 -3.3286 -1.6701
C -2.6494 -3.1964 -1.2182
C -1.6569 -4.3212 -1.6185
C -0.7199 -3.9711 -2.8418
C 0.6490 -4.7700 -2.7576
N 1.3780 -5.2446 -3.9225
O 1.1462 -4.9710 -1.6741
C -2.3056 -2.0471 -0.3828
C -3.3174 -1.0226 -0.0009
C -2.9174 0.1594 0.9315
C -3.2471 1.6057 0.3777
C -2.0055 2.5554 0.2705
O -2.1568 3.5944 -0.3320
N -0.7078 2.2993 0.8732
C 0.1392 1.4750 0.0434
C 1.4153 0.9901 0.6450
C 2.2839 0.1207 -0.1715
C 1.9110 -0.2545 -1.5484
C 0.6827 0.2319 -2.1704
C -0.1902 1.1104 -1.3405
H -7.3369 -2.8695 1.3229
H -5.8814 -2.2998 2.4592
H -7.4116 -0.0237 1.5705
H -6.6111 -0.3790 -1.0466
H -5.6159 0.8059 -0.1335
H -6.0123 -2.5566 -1.7275
H -4.2560 -4.1205 -2.2497
H -1.0668 -4.6060 -0.6975
H -2.2210 -5.2613 -1.9003
H -1.2282 -4.3486 -3.7795
H -0.5524 -2.8645 -2.9763
H 1.6858 -4.4558 -4.4975
H 0.8524 -5.9318 -4.4650
H -1.2464 -1.9822 -0.0405
H -3.3985 -0.0016 1.9354
H -1.7994 0.0965 1.0785
H -3.9491 2.0874 1.1257
H -3.8000 1.6131 -0.5968
H -0.7730 1.9586 1.8371
H 1.7353 1.2575 1.6791
H 3.2255 -0.2611 0.3045
H 2.5740 -0.9178 -2.1628
H 0.3521 -0.0184 -3.2081
H -1.1226 1.4700 -1.8519
C 1.3960 -5.1377 1.7628
N 0.8115 -4.1522 2.7094
O 0.9369 -2.9671 2.4399
O 0.2467 -4.5966 3.6901
H 1.8639 -4.6010 0.9423
H 2.1306 -5.7212 2.3092
H 0.5838 -5.7646 1.3995
C 4.1489 1.8857 -5.2981
N 3.8138 0.8514 -4.2850
O 3.2266 -0.1501 -4.6691
O 4.1498 1.0781 -3.1408
H 3.7919 1.5551 -6.2695
H 3.6558 2.8062 -5.0004
H 5.2295 2.0008 -5.3033
C -2.9846 0.2783 5.0938
N -4.3925 -0.1155 4.8183
O -5.0334 0.6026 4.0691
O -4.8004 -1.1243 5.3559
H -2.7644 1.1905 4.5459
H -2.8904 0.4400 6.1653
H -2.3442 -0.5362 4.7604
C 5.0072 -3.3381 1.6576
N 4.7287 -4.3616 2.7002
O 4.2442 -5.4177 2.3356
O 5.0054 -4.0661 3.8454
H 4.7120 -3.7357 0.6903
H 4.4261 -2.4520 1.9055
H 6.0745 -3.1290 1.6803
C 4.6827 5.2436 -3.1916
N 5.6639 5.1047 -4.3009
O 6.1288 3.9966 -4.5027
O 5.9321 6.1106 -4.9278
H 4.5420 4.2726 -2.7243
H 5.0898 5.9561 -2.4823
H 3.7501 5.6042 -3.6225
C 7.9271 6.3346 -0.3827
N 7.0852 5.1089 -0.4270
O 5.8884 5.2543 -0.6195
O 7.6516 4.0489 -0.2677
H 7.2911 7.2015 -0.5392
H 8.3984 6.3731 0.5969
H 8.6688 6.2514 -1.1744
C -8.8707 -0.5895 -3.9442
N -8.5373 -1.2491 -2.6531
O -7.7128 -2.1545 -2.6766
O -9.1068 -0.8430 -1.6659
H -8.2886 -1.0544 -4.7349
H -9.9360 -0.7272 -4.1167
H -8.6198 0.4648 -3.8477
C 0.1232 4.8479 3.4370
N -0.0787 3.8441 4.5183
O -0.6504 2.8008 4.2253
O 0.3383 4.1304 5.6172
H -0.2982 4.4577 2.5137
H -0.3848 5.7599 3.7376
H 1.1922 5.0083 3.3344
C -2.1761 -7.9181 3.4785
N -1.1591 -8.0173 2.3985
O -0.6002 -9.0821 2.2511
O -0.9596 -7.0117 1.7356
H -2.2469 -8.8789 3.9804
H -1.8458 -7.1442 4.1689
H -3.1236 -7.6541 3.0136
C 0.6102 9.1929 1.7531
N 1.5574 8.0482 1.8189
O 2.5371 8.0906 1.1061
O 1.2775 7.1446 2.5904
H 0.9841 9.9142 1.0320
H -0.3562 8.8013 1.4425
H 0.5570 9.6320 2.7471
C 3.9817 -2.2033 6.0821
N 4.6558 -0.8827 6.1959
O 4.5462 -0.2855 7.2490
O 5.2711 -0.4947 5.2196
H 3.4752 -2.4198 7.0186
H 3.2678 -2.1369 5.2638
H 4.7473 -2.9462 5.8772
C -0.4344 1.5571 -6.5462
N 0.9087 2.1335 -6.8166
O 1.4331 1.8582 -7.8767
O 1.3866 2.8426 -5.9505
H -0.7323 0.9516 -7.3978
H -0.3544 0.9485 -5.6480
H -1.1238 2.3862 -6.4013
*
```

Here are the Löwdin charges for atoms 1 to 2, given in e: number 1, C, carries -0.021; number 2, C, carries -0.110

| no. | frontier orbital gap (Ha) |
| --- | --- |
| 1 | 0.1401 |
| 2 | 0.2215 |